Below is a molecular structure, C5H8O2, with properties calculated with the ωB97M-V functional and the def2-TZVPD basis.

Output
maximum force = 0.0081 Eh/bohr
relative energy (zero: lowest compared OMol25 entry of this formula, charge and spin) = 569.6 kJ/mol

Atoms and positions in Å:
O (-1.29908, -0.30566, 1.85251)
C (-0.60433, -0.17299, 0.78086)
C (-1.21703, -0.19617, -0.60045)
C (-0.07230, 0.57152, -1.28301)
C (1.20224, -0.12099, -0.77105)
C (0.69783, 0.54743, 0.51378)
O (0.15062, 1.63163, -0.31140)
H (-0.42217, -0.70169, 2.37577)
H (0.63330, -1.31215, 1.87189)
H (-1.38674, -1.22104, -0.94609)
H (-2.16533, 0.34961, -0.60663)
H (-0.20579, 0.92173, -2.30647)
H (1.27547, -1.21022, -0.79220)
H (2.10761, 0.36498, -1.13753)
H (1.30570, 0.85404, 1.36002)

Results of the Mulliken charge analysis, in e, for atoms 1 through 5: number 1, O, carries -0.28; number 2, C, carries -0.29; number 3, C, carries -0.77; number 4, C, carries -0.10; number 5, C, carries -0.48

Below is a molecular structure, C56H58Ge2N2O3S6Y, with properties calculated with the ωB97M-V functional and the def2-TZVPD basis.

Output
charge = -1
maximum force = 0.0173 Eh/bohr
relative energy (zero: lowest compared OMol25 entry of this formula, charge and spin) = 35.2 kJ/mol

Atoms and positions in Å:
Y (-2.04548, -0.23322, 2.07231)
S (-4.29748, 0.93906, 3.12864)
C (-3.69713, 1.91996, 4.44871)
C (-4.59051, 2.84402, 4.99978)
C (-4.26155, 3.65425, 6.07712)
C (-5.21332, 4.58131, 6.59240)
N (-5.99391, 5.32761, 6.99048)
C (-2.98024, 3.53976, 6.64778)
C (-2.07505, 2.64914, 6.09004)
C (-2.38822, 1.84643, 4.98859)
S (-1.10715, 0.81633, 4.39353)
C (-2.61049, 4.31577, 7.78455)
N (-2.30123, 4.92874, 8.70816)
H (-5.57446, 2.91845, 4.55590)
H (-1.08563, 2.55281, 6.51626)
C (-3.70981, 5.87551, -0.12030)
C (-3.19277, 4.78518, -1.02279)
C (-4.06075, 3.82212, -1.52510)
C (-3.61088, 2.79446, -2.33900)
C (-4.58410, 1.81970, -2.94101)
C (-2.23840, 2.69315, -2.61725)
C (-1.35668, 3.67322, -2.15763)
C (0.09671, 3.67302, -2.54812)
C (-1.85060, 4.71107, -1.36675)
C (-1.75805, 1.63594, -3.55387)
C (-1.89550, 1.96094, -4.90179)
C (-1.49281, 1.09567, -5.89820)
C (-0.94504, -0.11892, -5.54948)
C (-0.80011, -0.48341, -4.21260)
C (-1.19460, 0.39067, -3.18475)
Ge (-1.16528, -0.27830, -1.26945)
S (-3.17353, -0.42288, -0.49587)
S (0.14423, -2.12964, -1.07423)
Ge (0.97973, -1.22151, 0.83841)
S (-0.05655, -2.03788, 2.54204)
S (0.13897, 0.86903, 0.25109)
C (2.99275, -1.19238, 1.03643)
C (3.61956, -2.43389, 1.25770)
C (4.98116, -2.49586, 1.52453)
C (5.74117, -1.34200, 1.58256)
C (5.13264, -0.12138, 1.36955)
C (3.76504, -0.02524, 1.10086)
C (3.27462, 1.37259, 0.93451)
C (2.78073, 2.07537, 2.03330)
C (2.53542, 1.39763, 3.35200)
C (2.49738, 3.43236, 1.89438)
C (2.71870, 4.10108, 0.70247)
C (2.48603, 5.58391, 0.58468)
C (3.19334, 3.37653, -0.38785)
C (3.46681, 2.02095, -0.29238)
C (3.96119, 1.25333, -1.49010)
C (2.83032, -3.69605, 1.20411)
C (2.35839, -4.29586, 2.37526)
C (2.73414, -3.78456, 3.74109)
C (1.51884, -5.39970, 2.26989)
C (1.15485, -5.91914, 1.03814)
C (0.18376, -7.06455, 0.92926)
C (1.71221, -5.36675, -0.10905)
C (2.55712, -4.27009, -0.04622)
C (3.20623, -3.72418, -1.29125)
C (-0.26150, -1.85755, -3.99665)
C (1.11054, -2.09429, -4.08707)
C (2.08508, -0.96228, -4.28149)
C (1.57945, -3.39962, -3.99862)
C (0.71652, -4.46861, -3.81883)
C (1.22909, -5.88202, -3.73140)
C (-0.64659, -4.21410, -3.72937)
C (-1.15225, -2.92561, -3.82136)
C (-2.63560, -2.68168, -3.72531)
H (-4.41157, 5.47408, 0.61439)
H (-4.24524, 6.63196, -0.69833)
H (-2.89769, 6.37133, 0.41149)
H (-5.11408, 3.88101, -1.27254)
H (-5.57916, 1.96299, -2.52175)
H (-4.26797, 0.79515, -2.74465)
H (-4.63673, 1.95267, -4.02397)
H (0.31276, 2.90098, -3.28370)
H (0.72804, 3.49704, -1.67911)
H (0.37177, 4.64183, -2.97055)
H (-1.16302, 5.47979, -1.02183)
H (-2.31910, 2.92554, -5.15750)
H (-1.60830, 1.36686, -6.94053)
H (-0.63189, -0.82053, -6.31407)
H (5.44396, -3.46285, 1.68527)
H (6.80199, -1.39245, 1.79535)
H (5.70976, 0.79421, 1.42983)
H (3.19841, 0.54607, 3.50078)
H (1.50623, 1.03324, 3.40398)
H (2.66343, 2.09860, 4.17633)
H (2.10053, 3.96976, 2.74977)
H (1.90794, 5.96262, 1.42731)
H (1.95584, 5.82451, -0.33792)
H (3.44095, 6.11419, 0.56491)
H (3.34989, 3.88371, -1.33536)
H (3.83867, 1.83774, -2.40204)
H (3.41239, 0.31546, -1.59687)
H (5.01897, 1.00173, -1.38242)
H (3.11926, -2.76883, 3.69987)
H (3.50661, -4.42544, 4.17483)
H (1.86725, -3.79623, 4.40149)
H (1.11064, -5.83951, 3.17403)
H (-0.27004, -7.28891, 1.89368)
H (0.68557, -7.96418, 0.56582)
H (-0.61138, -6.81398, 0.22561)
H (1.46626, -5.79289, -1.07692)
H (3.12406, -4.43884, -2.10974)
H (4.25916, -3.50027, -1.11349)
H (2.71779, -2.80184, -1.61159)
H (1.69245, -0.02964, -3.87780)
H (2.28580, -0.80956, -5.34552)
H (3.03288, -1.18570, -3.79053)
H (2.64830, -3.57915, -4.06132)
H (2.30970, -5.92087, -3.86734)
H (0.76253, -6.50633, -4.49553)
H (0.99127, -6.31660, -2.75795)
H (-1.33366, -5.04131, -3.58064)
H (-3.18914, -3.61198, -3.84883)
H (-2.96651, -1.96978, -4.48233)
H (-2.89203, -2.26222, -2.74763)
O (-4.01829, -2.10288, 1.93861)
H (-4.67029, -1.74708, 2.55734)
H (-4.38439, -2.00485, 1.05146)
O (-2.69404, -1.79555, 4.32064)
H (-2.22351, -2.62838, 4.20420)
H (-2.12939, -1.23531, 4.88084)
O (-2.03705, 2.34528, 1.74806)
H (-1.58792, 2.85966, 1.07092)
H (-2.93813, 2.68203, 1.81210)

Results of the Mulliken charge analysis, in e, for atoms 1 through 5: number 1, Y, carries 0.12; number 2, S, carries -0.40; number 3, C, carries 0.21; number 4, C, carries -1.05; number 5, C, carries 0.53

Below is 2 unconnected molecules or ions with the total composition C28H45ClN6O8S at a distorted geometry, with properties calculated with the ωB97M-V functional and the def2-TZVPD basis.

Output
electronic energy = -78433.015 eV
maximum force = 0.1441 Eh/bohr

Atoms and positions in Å:
C (1.42742, -2.38480, 2.80373)
C (0.34217, -1.74708, 1.74659)
N (0.83062, -0.55382, 1.05007)
C (0.71944, 0.79270, 1.58694)
N (0.63837, 1.32343, 2.80044)
N (0.60197, 0.50715, 3.92963)
C (0.58753, 2.81841, 3.08671)
O (-0.55648, 3.31150, 3.42117)
O (1.76607, 3.51573, 3.01754)
N (0.80542, 1.63821, 0.38778)
C (-0.33074, 2.48070, -0.02284)
C (-1.45873, 1.79256, -0.93415)
C (-2.54109, 1.08309, 0.03693)
C (-3.96755, 0.79950, -0.65949)
N (-4.04180, 1.15475, -2.10246)
C (-3.78263, 0.35088, -3.29942)
C (-4.01072, 1.07596, -4.65983)
C (-4.46793, 2.54822, -4.22390)
C (-4.46685, 2.45713, -2.65426)
C (1.60261, 0.89852, -0.61675)
S (3.34802, 1.09880, 0.12746)
C (1.84549, 1.51108, -2.07634)
C (2.81692, 2.79328, -2.12357)
O (2.31315, 3.93885, -1.83238)
N (4.22885, 2.78506, -2.51451)
C (4.77256, 4.17129, -2.68619)
C (4.49773, 1.95073, -3.72891)
C (1.21379, -0.66043, -0.42265)
C (2.37791, -1.77528, -0.35449)
C (3.35182, -1.85058, -1.63611)
C (3.00616, -3.13783, -2.59023)
Cl (4.54289, -4.09261, -2.96038)
C (0.03447, -1.32158, -1.29172)
C (0.20561, -1.25609, -2.89033)
C (-0.46539, -2.61522, -3.47908)
O (-1.55350, -3.08977, -3.04325)
O (0.25408, -3.29823, -4.51223)
H (1.89175, -3.31095, 2.31440)
H (2.28432, -1.60353, 2.87032)
H (0.97914, -2.58007, 3.83253)
H (-0.55859, -1.43460, 2.41235)
H (-0.01833, -2.62567, 1.11778)
H (0.92345, 1.05888, 4.75333)
H (-0.37449, 0.20191, 4.07193)
H (0.09984, 3.36614, -0.64173)
H (-0.88405, 2.98967, 0.85963)
H (-2.03410, 2.65956, -1.45312)
H (-1.07363, 1.12714, -1.78020)
H (-2.17984, 0.10758, 0.51746)
H (-2.73617, 1.82767, 0.90016)
H (-4.31074, -0.29931, -0.55864)
H (-4.79149, 1.42202, -0.13117)
H (-3.45341, -0.75704, -3.31738)
H (-3.88279, 0.70143, -5.73040)
H (-4.74919, 3.42700, -4.89178)
H (-4.79605, 3.38214, -2.05870)
H (3.44055, 0.35019, 1.29387)
H (2.22464, 0.77283, -2.86170)
H (0.81769, 1.88657, -2.46659)
H (4.30614, 4.68775, -3.61721)
H (5.90344, 4.07834, -2.93766)
H (4.70642, 4.81968, -1.74818)
H (4.87528, 0.92081, -3.34064)
H (5.37569, 2.36253, -4.36425)
H (3.55948, 1.73009, -4.34615)
H (3.06584, -1.67575, 0.57405)
H (1.91011, -2.83403, -0.24455)
H (4.41932, -2.07339, -1.23630)
H (3.43851, -0.88743, -2.24425)
H (2.17364, -3.79763, -2.15828)
H (2.62245, -2.76345, -3.61943)
H (-1.01992, -0.89468, -1.05855)
H (-0.05945, -2.44914, -1.02888)
H (1.27009, -1.10844, -3.27171)
H (-0.45508, -0.38308, -3.27631)
H (-0.14301, -3.05622, -5.38383)
C (-4.50264, -1.45855, 6.28913)
C (-3.31823, -2.06312, 5.56723)
C (-2.75781, -3.28138, 6.23865)
O (-1.40786, -3.27523, 5.78817)
C (-1.08884, -1.97243, 5.54873)
O (0.02497, -1.57121, 5.34067)
O (-2.19889, -1.18086, 5.58114)
H (-4.26750, -1.26367, 7.33942)
H (-4.77069, -0.49668, 5.84507)
H (-5.36937, -2.12215, 6.24244)
H (-3.57645, -2.26045, 4.52053)
H (-3.26617, -4.19905, 5.93753)
H (-2.75566, -3.21499, 7.33156)

Results of the Mulliken charge analysis, in e, for atoms 1 through 5: number 1, C, carries -0.87; number 2, C, carries -0.43; number 3, N, carries 1.49; number 4, C, carries -1.56; number 5, N, carries 0.69

Below is 3 unconnected molecules or ions with the total composition C8H19N3O10S at a distorted geometry, with properties calculated with the ωB97M-V functional and the def2-TZVPD basis.

Output
electronic energy = -44370.401 eV
maximum force = 0.2077 Eh/bohr
SMILES = CCO[N@H+](CCCS(=O)(=O)O)C(=O)[O-].C[N+](=O)[O-].C[N+](=O)[O-]

Atoms and positions in Å:
C (-3.16445, 1.84348, -2.23632)
C (-2.25894, 0.88692, -1.20740)
O (-3.03044, 0.67019, 0.01875)
N (-2.60003, -0.37625, 0.74228)
C (-1.11318, -0.39799, 1.03058)
C (-0.24191, -1.46773, 0.14484)
C (0.05041, -2.90826, 0.93947)
S (1.70285, -3.68226, 0.38147)
O (2.86127, -2.65892, 0.30505)
O (2.00686, -4.90471, 1.32965)
O (1.39907, -4.24779, -1.23422)
C (-3.14554, -1.73139, 0.24380)
O (-3.15861, -2.76256, 1.10950)
O (-3.71261, -1.97167, -1.08888)
H (-2.82122, 1.59752, -3.35013)
H (-4.31600, 1.57254, -2.20125)
H (-2.94751, 2.96222, -1.93410)
H (-1.25136, 1.50494, -1.04066)
H (-2.00200, -0.11728, -1.75557)
H (-3.06705, -0.26355, 1.69415)
H (-0.60844, 0.68404, 1.02432)
H (-1.00697, -0.75776, 2.16480)
H (-0.63312, -1.63003, -0.95704)
H (0.84140, -0.98161, 0.01815)
H (-0.76305, -3.72774, 0.70010)
H (0.16509, -2.66407, 2.08188)
H (0.38794, -4.32158, -1.29365)
C (2.09707, 3.79064, -1.38950)
N (0.89439, 2.93200, -1.21646)
O (0.04273, 3.30800, -0.40261)
O (0.83928, 1.90468, -1.90247)
H (2.01223, 4.65502, -0.72748)
H (2.97102, 3.18999, -1.12926)
H (2.12885, 4.10662, -2.43418)
C (3.41877, 0.31482, 1.82921)
N (2.61029, 1.53924, 2.07575)
O (2.65938, 2.43160, 1.22115)
O (1.94928, 1.57005, 3.12033)
H (3.94601, 0.42497, 0.87920)
H (4.12727, 0.21608, 2.65418)
H (2.73095, -0.53240, 1.79257)

Results of the Mulliken charge analysis, in e, for atoms 1 through 5: number 1, C, carries -1.07; number 2, C, carries 0.62; number 3, O, carries -0.29; number 4, N, carries 0.28; number 5, C, carries -0.68

maximum force of number 4 (C8H19N3O10S)?
0.2077 Eh/bohr